(1)
ORCA calculation (ωB97M-V with the def2-TZVPD basis set) on a 2-piece molecular cluster, C5H7NO overall at a distorted geometry.

Each line ends with the Löwdin charge.
Positions of all 14 atoms, in Å:
C -1.73 0.67 -1.66  0.026
C -1.69 0.13 -0.43  -0.150
C -0.43 0.08 0.38  -0.326
C -0.48 -0.65 1.48  0.079
C 0.72 0.92 0.16  -0.178
H -0.75 0.96 -2.06  0.065
H -2.66 0.72 -2.27  0.072
H -2.54 -0.40 0.07  0.116
H 0.37 -0.62 2.14  0.085
H -1.37 -1.23 1.75  0.088
H 3.22 -0.18 -0.42  0.026
H 2.37 -1.10 0.42  -0.008
N 1.70 1.57 0.19  0.183
O 3.28 -0.87 0.27  -0.078

Results
total energy: -324.64522 Ha
structure (SMILES): C=CC(=C)C#N.O
LUMO energy: -0.0032 hartree
total charge: 0


(2)
ORCA calculation (ωB97M-V with the def2-TZVPD basis set) on one molecule with the formula CH5N3O2 at a distorted geometry.

Each line ends with the Löwdin charge.
Positions of all 11 atoms, in Å:
C -1.14 -0.58 0.12  -0.036
N 0.69 0.56 1.19  0.101
N -0.05 0.36 -0.04  -0.166
N 0.60 0.19 -1.18  -0.456
O 0.06 -0.34 -2.09  0.077
O 1.79 0.52 -1.14  0.033
H -1.37 -1.05 -0.85  0.096
H -0.93 -1.11 1.14  0.123
H -2.00 -0.06 0.35  0.043
H 0.83 1.52 1.44  0.085
H 1.51 -0.03 1.07  0.098

Results
total energy: -355.67471 Ha
structure (SMILES): CN(N)[N+](=O)[O-]
LUMO energy: 0.0294 hartree
total charge: 0


(3)
ORCA calculation (ωB97M-V with the def2-TZVPD basis set) on one molecule with the formula C19H26BrNO4.

Each line ends with the Löwdin charge.
Positions of all 51 atoms, in Å:
C 3.03 -1.87 0.09  -0.073
C 2.06 -2.85 0.75  -0.129
C 1.15 -2.27 1.79  -0.476
O 0.85 -2.85 2.79  0.143
O 0.66 -1.02 1.53  -0.045
C -0.72 -1.02 1.12  -0.134
C -0.86 -1.11 -0.41  -0.085
C -1.63 0.00 -1.13  -0.366
C -2.78 0.62 -0.35  -0.186
N -3.70 -0.35 0.23  -0.096
C -4.34 0.15 1.44  -0.120
C -0.76 1.12 -1.76  -0.230
C -0.04 2.18 -0.95  -0.054
C 0.89 1.81 0.18  -0.168
C 0.44 1.93 1.49  -0.064
C 1.26 1.66 2.57  -0.078
C 2.57 1.27 2.35  -0.074
C 3.04 1.18 1.05  -0.070
C 2.23 1.45 -0.04  -0.231
C 2.82 1.39 -1.43  -0.034
O 0.07 0.40 -2.71  0.047
C -0.70 -0.57 -3.26  -0.512
O -0.32 -1.29 -4.13  0.135
C -2.04 -0.56 -2.53  -0.557
Br -2.96 -2.24 -2.66  0.818
H 2.49 -1.04 -0.37  0.046
H 3.59 -2.37 -0.69  0.083
H 3.73 -1.46 0.82  0.077
H 2.60 -3.68 1.20  0.120
H 1.42 -3.27 -0.04  0.127
H -1.19 -1.88 1.60  0.131
H -1.18 -0.13 1.53  0.105
H -1.34 -2.06 -0.66  0.071
H 0.15 -1.17 -0.80  0.130
H -3.35 1.25 -1.05  0.135
H -2.37 1.30 0.41  0.106
H -3.20 -1.20 0.44  0.082
H -5.18 -0.49 1.71  0.078
H -4.74 1.15 1.24  0.081
H -3.65 0.24 2.28  0.077
H -1.45 1.70 -2.37  0.154
H -0.84 2.80 -0.54  0.125
H 0.50 2.80 -1.67  0.130
H -0.58 2.26 1.67  0.109
H 0.86 1.77 3.58  0.108
H 3.21 1.05 3.19  0.107
H 4.07 0.89 0.90  0.110
H 2.71 2.37 -1.92  0.087
H 3.88 1.18 -1.38  0.082
H 2.32 0.67 -2.07  0.071
H -2.69 0.15 -3.04  0.110

Results
total energy: -3669.32301 Ha
structure (SMILES): CCC(=O)OCC[C@]1(CNC)[C@H](Br)C(=O)O[C@@H]1Cc1ccccc1C
LUMO energy: 0.0184 hartree
total charge: 0


(4)
ORCA calculation (ωB97M-V with the def2-TZVPD basis set) on C21H16IrN2O6 as an isolated structure at a distorted geometry.

Each line ends with the Mulliken spin population.
Positions of all 46 atoms, in Å:
Ir -0.53 0.24 1.36  1.586
O 0.10 -3.69 2.01  0.005
C -0.14 -2.52 2.04  0.046
O -0.19 -1.73 1.01  0.078
C -0.41 -1.77 3.35  0.007
C -0.40 -2.29 4.63  -0.017
C -0.63 -1.43 5.71  0.035
C -0.87 -0.08 5.48  -0.014
C -0.86 0.37 4.17  0.010
N -0.63 -0.46 3.14  -0.042
C -1.04 1.82 3.69  0.000
O -1.28 2.70 4.46  0.021
O -0.88 1.91 2.41  0.057
H -0.20 -3.34 4.78  0.001
H -0.61 -1.81 6.72  0.000
H -1.05 0.62 6.28  0.001
C 2.61 -0.42 -3.00  -0.009
O 1.20 -0.30 -2.95  0.099
C 0.46 -1.23 -2.34  0.229
C 0.96 -2.40 -1.77  -0.049
C 0.10 -3.35 -1.25  0.181
C -1.29 -3.16 -1.31  0.067
C -1.80 -2.00 -1.83  0.024
C -0.96 -0.99 -2.33  0.219
N -1.52 0.14 -2.81  0.292
C -0.92 1.33 -3.22  0.523
C -0.17 2.20 -2.44  -0.015
C 0.33 3.40 -3.01  0.164
C 1.07 4.30 -2.27  -0.060
C 1.37 4.05 -0.94  0.190
C 0.91 2.89 -0.34  -0.056
C 0.12 1.97 -1.03  0.185
O -0.36 0.91 -0.45  0.212
H 2.97 0.51 -3.44  -0.001
H 2.90 -1.26 -3.63  0.009
H 3.03 -0.54 -2.00  0.004
H 2.02 -2.58 -1.73  0.000
H 0.50 -4.24 -0.80  -0.003
H -1.94 -3.93 -0.92  0.004
H -2.87 -1.84 -1.84  -0.003
H -2.53 0.12 -2.92  -0.006
H -1.19 1.63 -4.22  0.003
H 0.10 3.61 -4.05  0.002
H 1.41 5.21 -2.74  0.001
H 1.95 4.76 -0.37  0.014
H 1.15 2.66 0.70  0.010

Results
total energy: -1474.80174 Ha
LUMO energy (alpha / beta): -0.1316 / -0.2188 hartree
total charge: +1
⟨S²⟩: 6.06
spin multiplicity: 5


(5)
ORCA calculation (ωB97M-V with the def2-TZVPD basis set) on C39H40BMoN11O6S as an isolated structure at a distorted geometry.

Each line ends with the Mulliken spin population.
Positions of all 99 atoms, in Å:
Mo 0.77 -0.14 0.29  1.003
C -2.90 -2.43 -1.96  -0.005
O -2.90 -1.31 -2.89  0.141
C -1.92 -0.48 -3.06  0.231
C -2.20 0.61 -3.96  -0.089
C -1.38 1.66 -4.09  0.163
C -0.04 1.72 -3.51  -0.022
C 0.36 0.52 -2.67  0.019
C 2.08 -0.54 -1.35  0.000
N 2.99 -0.30 -0.44  -0.063
N 3.64 -1.43 0.04  0.023
C 2.91 -2.09 0.87  -0.010
O 1.65 -1.77 1.11  0.029
C 3.45 -3.27 1.59  -0.004
C 4.79 -3.62 1.44  -0.001
C 5.29 -4.72 2.12  0.001
C 4.46 -5.47 2.95  -0.001
C 3.13 -5.11 3.10  0.001
C 2.62 -4.01 2.42  0.001
C -0.71 -0.43 -2.28  0.197
O -0.61 -1.03 -1.16  0.200
H -3.84 -2.95 -2.14  -0.001
H -2.03 -3.05 -2.15  0.003
H -2.90 -2.04 -0.95  0.007
H -3.17 0.59 -4.44  0.014
H -1.70 2.51 -4.68  -0.007
H 0.34 2.69 -3.21  -0.006
H 2.00 -1.39 -2.03  0.003
H 5.42 -3.03 0.80  0.000
H 6.33 -5.00 2.00  0.000
H 4.86 -6.32 3.48  0.000
H 2.48 -5.69 3.74  0.000
H 1.59 -3.73 2.53  -0.001
C -2.83 1.15 -0.12  -0.001
C -1.69 2.11 -0.13  0.004
C -1.76 3.49 -0.34  0.006
C -0.45 3.95 -0.33  0.002
C 0.07 5.33 -0.52  -0.001
N 0.35 2.89 -0.12  -0.034
N -0.41 1.76 0.01  -0.036
B 1.89 2.77 -0.37  0.042
N 2.51 2.22 0.95  -0.020
N 1.93 1.17 1.59  -0.022
C 2.55 1.01 2.76  0.006
C 2.20 -0.07 3.72  0.000
C 3.55 1.99 2.88  0.001
C 3.48 2.73 1.72  0.007
C 4.30 3.91 1.30  0.000
N 2.04 1.87 -1.61  0.022
N 1.33 0.67 -1.58  0.021
C 1.03 0.75 -4.01  0.141
C 0.79 -0.14 -5.21  0.008
C 2.41 1.31 -3.87  -0.016
C 2.82 1.96 -2.76  0.029
C 4.09 2.73 -2.65  -0.004
H -3.39 1.23 -1.05  0.000
H -3.52 1.37 0.69  0.000
H -2.50 0.12 -0.01  0.013
H -2.65 4.08 -0.48  0.000
H -0.76 6.03 -0.53  0.000
H 0.61 5.42 -1.47  0.000
H 0.76 5.61 0.28  0.000
H 2.35 3.85 -0.60  0.000
H 1.37 -0.67 3.36  0.001
H 1.93 0.36 4.69  0.001
H 3.05 -0.73 3.88  0.000
H 4.23 2.13 3.70  0.000
H 5.09 4.08 2.03  0.000
H 3.70 4.81 1.22  0.000
H 4.77 3.74 0.33  0.000
H -0.13 -0.72 -5.13  -0.005
H 1.62 -0.83 -5.31  0.000
H 0.73 0.46 -6.12  -0.001
H 3.04 1.28 -4.74  0.002
H 4.63 2.71 -3.60  0.000
H 4.72 2.30 -1.87  0.001
H 3.89 3.77 -2.39  0.001
O -5.76 -3.50 -1.03  0.000
S -7.02 -3.14 -0.41  0.000
O -7.73 -2.07 -1.07  0.000
O -7.82 -4.27 0.02  0.000
C -6.52 -2.35 1.15  0.000
N -7.47 -1.87 1.96  0.000
C -7.08 -1.21 3.03  0.000
C -5.74 -0.98 3.34  0.000
C -4.83 -1.54 2.46  0.001
N -5.22 -2.24 1.39  0.000
C -3.36 -1.33 2.47  -0.001
C -2.76 -0.16 2.91  0.004
C -1.47 0.12 2.49  0.012
N -0.76 -0.73 1.74  -0.003
C -1.27 -1.95 1.50  0.008
C -2.56 -2.28 1.83  -0.008
H -7.86 -0.84 3.68  0.000
H -5.45 -0.41 4.21  0.000
H -3.32 0.60 3.45  0.000
H -1.00 1.08 2.69  -0.002
H -0.63 -2.63 0.95  -0.003
H -2.99 -3.22 1.52  -0.001

Results
total energy: -3055.16567 Ha
LUMO energy (alpha / beta): -0.0401 / -0.0885 hartree
total charge: 0
⟨S²⟩: 2.03
spin multiplicity: 3


(6)
ORCA calculation (ωB97M-V with the def2-TZVPD basis set) on C32H42N6O4S2Ti as an isolated structure.

Each line ends with the Mulliken spin population.
Positions of all 87 atoms, in Å:
Ti 0.34 0.68 0.21  0.251
C 2.02 -1.05 0.21  0.003
C 0.94 -1.80 -0.34  0.012
C 0.58 -1.15 -1.57  -0.007
C 1.48 -0.04 -1.72  0.005
C 2.42 -0.03 -0.66  0.002
C 3.79 0.62 -0.62  -0.008
C 3.81 2.08 -1.08  -0.005
C 4.65 -0.20 -1.60  0.001
C 4.43 0.53 0.76  0.001
C -0.27 -1.58 -2.78  0.003
C 0.46 -2.77 -3.43  -0.001
C -0.28 -0.46 -3.84  0.001
C -1.74 -1.95 -2.55  0.002
C 0.71 -3.20 0.25  0.004
C 1.88 -4.06 -0.28  0.000
C -0.59 -3.93 -0.09  0.000
C 0.83 -3.21 1.78  0.002
H 2.49 -1.27 1.15  -0.002
H 1.46 0.67 -2.52  0.002
H 3.26 2.22 -2.02  0.000
H 4.85 2.39 -1.23  0.000
H 3.35 2.73 -0.34  0.004
H 4.27 -0.11 -2.63  0.000
H 4.63 -1.26 -1.34  0.000
H 5.69 0.14 -1.58  0.000
H 3.82 1.02 1.52  0.002
H 5.41 1.03 0.74  0.000
H 4.60 -0.51 1.06  0.000
H 1.52 -2.53 -3.61  0.000
H 0.00 -2.99 -4.40  0.000
H 0.41 -3.67 -2.83  0.000
H 0.72 -0.28 -4.24  0.000
H -0.67 0.48 -3.43  0.000
H -0.92 -0.77 -4.67  0.000
H -1.88 -2.71 -1.79  0.000
H -2.14 -2.32 -3.49  0.000
H -2.31 -1.08 -2.24  0.000
H 1.88 -4.12 -1.37  0.000
H 1.81 -5.07 0.12  0.000
H 2.84 -3.63 0.03  0.000
H -0.67 -4.15 -1.15  0.000
H -1.46 -3.36 0.21  0.000
H -0.60 -4.88 0.44  0.000
H 1.79 -2.83 2.13  0.000
H 0.75 -4.25 2.13  0.000
H 0.05 -2.63 2.25  0.000
N -2.95 2.22 2.09  0.004
N -2.37 3.52 2.10  0.006
C -0.98 3.52 2.29  0.107
N -0.47 4.73 2.59  0.044
N -0.33 2.43 2.09  -0.029
N 1.01 2.40 2.26  0.381
O 1.53 1.44 1.53  -0.072
O 1.75 3.26 2.80  0.302
H -2.78 1.76 1.19  0.000
H -3.94 2.34 2.23  0.001
H -2.58 4.05 1.26  0.007
H -1.10 5.45 2.87  0.000
H 0.53 4.81 2.70  -0.003
S -1.85 1.03 -0.91  -0.010
C -1.74 2.44 -1.94  0.002
C -2.79 2.75 -2.82  0.000
C -2.72 3.85 -3.65  -0.001
C -1.60 4.67 -3.62  0.000
C -0.56 4.38 -2.76  -0.001
C -0.61 3.27 -1.91  0.008
S 0.69 2.92 -0.80  -0.006
H -3.65 2.09 -2.83  0.000
H -3.54 4.07 -4.32  0.000
H -1.54 5.54 -4.27  0.000
H 0.32 5.01 -2.73  0.000
O 0.43 -0.01 3.60  -0.002
C -0.60 -0.35 3.05  0.004
N -0.86 -0.40 1.69  -0.029
C -2.07 -1.04 1.50  0.016
O -2.56 -1.38 0.44  0.001
C -2.69 -1.31 2.84  -0.003
C -3.90 -1.89 3.19  0.000
C -4.18 -1.99 4.55  0.000
C -3.28 -1.54 5.51  0.000
C -2.06 -0.98 5.14  0.000
C -1.80 -0.87 3.79  0.003
H -4.58 -2.24 2.43  0.000
H -5.12 -2.43 4.87  0.000
H -3.54 -1.64 6.55  0.000
H -1.34 -0.63 5.87  0.000

Results
total energy: -3520.03627 Ha
LUMO energy (alpha / beta): 0.0967 / 0.0991 hartree
total charge: -1
⟨S²⟩: 0.77
spin multiplicity: 2


(7)
ORCA calculation (ωB97M-V with the def2-TZVPD basis set) on an isolated ion of composition C5H12N3 and charge +1 at a distorted geometry.

Each line ends with the Löwdin charge.
Positions of all 20 atoms, in Å:
C 0.68 0.03 1.42  -0.151
C 2.07 -1.35 0.35  -0.197
C -1.35 0.98 0.46  -0.249
C 2.77 -1.86 -0.85  -0.057
C -1.64 0.01 -0.63  -0.085
N 1.08 -0.57 0.30  0.051
N -0.31 0.93 1.34  0.047
N -1.70 2.43 -0.06  0.228
H 1.03 -0.15 2.41  0.129
H 2.57 -1.64 1.42  0.172
H 2.29 -2.80 -1.21  0.104
H 3.85 -2.05 -0.58  0.107
H 2.60 -1.19 -1.59  0.040
H -1.43 -0.97 -0.36  0.050
H -0.96 0.08 -1.47  0.076
H -2.74 -0.04 -0.99  0.130
H -0.24 1.64 2.05  0.151
H -2.47 2.70 0.47  0.127
H -1.89 2.18 -1.09  0.184
H -1.03 3.17 -0.06  0.143

Results
total energy: -361.60598 Ha
LUMO energy (alpha / beta): -0.1314 / -0.1412 hartree
total charge: +1


(8)
ORCA calculation (ωB97M-V with the def2-TZVPD basis set) on one molecule with the formula C4H5BrN2O at a distorted geometry.

Each line ends with the Löwdin charge.
Positions of all 13 atoms, in Å:
C -0.61 0.89 0.72  -0.116
C -0.41 0.97 -0.56  -0.251
C 0.16 0.04 1.47  -0.147
C 0.66 -1.26 -0.36  -0.436
N 0.83 -0.92 0.94  0.085
N 0.29 0.08 -1.28  -0.370
O -0.40 -2.10 -0.54  0.032
Br 0.40 0.29 -3.23  0.640
H -1.12 1.72 1.14  0.097
H -0.97 1.68 -1.07  0.094
H 0.55 0.13 2.50  0.126
H 1.57 -1.67 -0.81  0.138
H -0.23 -2.95 -0.96  0.106

Results
total energy: -2914.08063 Ha
structure (SMILES): O[C@@H]1N=CC=CN1Br
LUMO energy: -0.0201 hartree
total charge: 0


(9)
ORCA calculation (ωB97M-V with the def2-TZVPD basis set) on C21H28ClF3FeN2O5S as an isolated structure at a distorted geometry.

Each line ends with the Mulliken spin population.
Positions of all 62 atoms, in Å:
Fe -1.11 -0.13 0.35  3.916
Cl -2.32 0.35 2.62  0.056
N -0.37 1.89 0.16  0.048
N -0.51 -2.05 0.33  0.121
C -1.16 2.66 -0.59  0.025
C -1.01 -2.85 -0.60  0.010
C 0.84 2.69 0.45  0.048
C 0.34 4.11 0.22  -0.004
C 1.94 2.35 -0.54  -0.004
C 1.29 2.50 1.86  -0.017
H 1.60 2.51 -1.58  -0.013
H 2.27 1.32 -0.43  0.021
H 2.79 3.02 -0.35  0.001
H 0.47 2.73 2.55  -0.002
H 2.14 3.16 2.06  0.000
H 1.58 1.47 2.05  0.006
C 0.51 -2.81 1.08  0.022
C 0.61 -4.10 0.30  0.007
C -0.02 -3.06 2.47  0.005
C 1.83 -2.09 1.08  0.008
H 2.14 -1.85 0.06  0.007
H 2.58 -2.76 1.52  0.001
H 1.80 -1.18 1.69  0.000
H -0.99 -3.57 2.40  -0.013
H -0.15 -2.13 3.02  0.012
H 0.69 -3.69 3.00  0.000
O -0.47 -4.05 -0.69  0.030
H 0.43 -5.00 0.90  0.004
H 1.55 -4.20 -0.26  0.000
O -0.85 3.94 -0.62  0.002
H 1.03 4.76 -0.32  0.000
H 0.01 4.58 1.15  0.002
C -2.24 2.16 -1.47  0.022
C -2.04 -2.48 -1.62  -0.038
C -1.42 -1.29 -2.27  -0.156
H -2.95 -2.22 -1.10  0.209
H -2.22 -3.30 -2.30  -0.014
C -1.30 -0.11 -1.55  0.506
C -1.56 1.07 -2.21  -0.251
H -2.36 -0.59 1.66  0.158
C -0.97 1.15 -3.48  -0.093
C -0.55 -0.02 -4.15  0.258
C -0.73 2.52 -4.06  -0.007
C -0.82 -1.26 -3.54  -0.080
H -0.11 0.04 -5.17  0.016
C -0.45 -2.57 -4.18  0.011
H 0.09 -2.39 -5.12  0.002
H -1.35 -3.17 -4.38  0.000
H 0.19 -3.17 -3.51  0.000
H -1.65 3.11 -4.06  -0.002
H -0.35 2.43 -5.08  0.002
H 0.01 3.08 -3.46  0.002
H -2.60 2.95 -2.12  -0.010
H -3.04 1.80 -0.85  0.122
F 1.62 1.00 6.55  0.000
C 1.87 0.61 5.28  0.000
F 2.55 1.59 4.65  0.000
F 2.62 -0.50 5.29  0.000
S 0.27 0.29 4.36  0.051
O -0.34 -0.84 5.05  -0.002
O -0.42 1.58 4.45  0.003
O 0.80 -0.03 3.02  -0.008

Results
total energy: -3724.36944 Ha
LUMO energy (alpha / beta): 0.1000 / 0.0986 hartree
total charge: -1
⟨S²⟩: 8.77
spin multiplicity: 6